(1)
The molecule C17H19FN2O3S2 at a distorted geometry, computed with ωB97M-V with the def2-TZVPD basis set.

Geometry as XYZ:
```
44
Properties=species:S:1:pos:R:3:nbo_charge:R:1
O 2.9786 -2.9066 0.7638 -0.634
C 2.0782 -2.1078 0.6049 0.698
N 2.1312 -0.8314 1.0349 -0.628
H 1.3812 -0.1889 0.8133 0.421
C 3.3412 -0.2611 1.5932 -0.262
C 4.0416 0.5869 0.5815 -0.212
C 4.7425 0.1665 -0.5069 -0.253
C 5.2228 1.2320 -1.3000 -0.253
C 4.8739 2.4465 -0.8057 -0.417
S 3.9474 2.3157 0.6359 0.433
H 5.1035 3.4179 -1.1961 0.234
H 5.8037 1.0971 -2.1948 0.223
H 4.9103 -0.8731 -0.7249 0.232
H 3.0882 0.3288 2.4780 0.207
H 3.9766 -1.1053 1.8794 0.251
C 0.7727 -2.4661 -0.1097 -0.313
C 0.7200 -1.6833 -1.4330 -0.421
C -0.6668 -1.7422 -2.0672 -0.234
N -1.6810 -1.2992 -1.1253 -0.660
S -1.5555 0.3459 -0.8000 2.323
O -0.5641 0.6745 0.1894 -0.953
O -1.4502 1.0057 -2.0649 -0.937
C -3.2006 0.6800 -0.1552 -0.414
C -4.1876 1.0105 -1.0670 -0.142
C -5.4736 1.2855 -0.6357 -0.229
C -5.7744 1.2340 0.7173 -0.162
C -4.7970 0.9047 1.6399 -0.282
C -3.5150 0.6292 1.1909 0.427
F -2.5791 0.2897 2.0919 -0.310
H -5.0079 0.8582 2.6966 0.238
H -6.7747 1.4520 1.0584 0.223
H -6.2388 1.5432 -1.3508 0.225
H -3.9111 1.0565 -2.1079 0.249
C -1.7431 -2.1708 0.0314 -0.229
C -0.4293 -2.2036 0.8106 -0.428
H -0.4769 -2.9869 1.5693 0.222
H -0.3191 -1.2493 1.3222 0.233
H -2.0021 -3.1684 -0.3377 0.208
H -2.5561 -1.8265 0.6724 0.214
H -0.9226 -2.7592 -2.3774 0.204
H -0.7220 -1.0777 -2.9300 0.238
H 0.9603 -0.6323 -1.2642 0.218
H 1.4629 -2.0923 -2.1201 0.226
H 0.8116 -3.5356 -0.3432 0.225
```

Summary:
Gap between HOMO and LUMO   8.931 eV
SMILES   O=C(NCc1cccs1)C1CCN(S(=O)(=O)c2ccccc2F)CC1
LUMO energy   0.342 eV

---

(2)
A structure of composition C4H6O2 at a distorted geometry, computed with ωB97M-V with the def2-TZVPD basis set.

Geometry as XYZ:
```
12
Properties=species:S:1:pos:R:3:nbo_charge:R:1
C -0.2197 -0.2818 1.6504 -0.600
C -0.6206 -0.2222 0.1976 -0.514
C 0.1324 0.8164 -0.5698 0.778
O 0.4510 1.9189 -0.2429 -0.523
C 1.0977 -0.2905 -1.9202 0.096
O 0.1438 0.5248 -2.0959 -0.474
H 0.8363 -0.5568 1.7372 0.218
H -0.3495 0.6993 2.1160 0.221
H -0.8105 -1.0239 2.1946 0.218
H -1.6816 0.0611 0.1234 0.235
H -0.5289 -1.2065 -0.2662 0.241
H 1.5496 -0.4389 -2.9241 0.104
```

Summary:
Gap between HOMO and LUMO   9.516 eV
LUMO energy   0.498 eV

---

(3)
A cluster of 2 separate species, CH2Cl2O2P in total at a distorted geometry, computed with ωB97M-V with the def2-TZVPD basis set.

Geometry as XYZ:
```
8
Properties=species:S:1:pos:R:3:nbo_charge:R:1
C 0.4948 0.6185 -0.1355 -0.625
O -1.8603 -0.5346 -0.4182 -1.143
O 0.0980 -2.0530 0.2545 -1.151
P -0.6000 -0.7635 0.3380 2.038
Cl -0.4054 2.0423 -0.4157 0.002
Cl 2.0674 0.9232 0.4914 -0.001
H 0.7067 -0.0071 -1.7293 0.104
H -0.5013 -0.2259 1.6149 -0.225
```

Summary:
Gap between HOMO and LUMO   8.557 eV
LUMO energy   3.408 eV
Charge   -1

---

(4)
A structure of composition C52H44AuF5NP2S2SbSe at a distorted geometry, computed with ωB97M-V with the def2-TZVPD basis set.

Geometry as XYZ:
```
109
Properties=species:S:1:pos:R:3:lowdin_charge:R:1
Au -1.0843 0.6071 1.2298 0.409
C 5.1184 -1.5646 -1.8334 -0.276
S 3.4139 -1.2188 -2.3311 0.827
C 3.2519 0.5110 -1.8116 -0.413
C 3.2973 0.8124 -0.3094 -0.220
C 2.8885 2.2723 -0.0328 -0.261
N 1.4720 2.5855 0.2364 -0.432
P 0.7193 1.9572 1.6475 0.828
C 0.1207 3.4136 2.5343 -0.372
C 0.7930 4.6321 2.4585 -0.125
C 0.3789 5.7032 3.2320 -0.058
C -0.7041 5.5608 4.0919 -0.055
C -1.3817 4.3530 4.1641 -0.057
C -0.9718 3.2805 3.3850 -0.096
C 2.0388 1.3266 2.7162 -0.352
C 2.0236 -0.0288 3.0410 -0.116
C 2.9746 -0.5571 3.9032 -0.067
C 3.9452 0.2702 4.4471 -0.056
C 3.9601 1.6255 4.1365 -0.051
C 3.0074 2.1557 3.2827 -0.079
P 0.4906 2.5159 -1.2488 1.016
C 1.2719 3.8562 -2.2076 -0.385
C 1.7992 5.0169 -1.6407 -0.099
C 2.2670 6.0378 -2.4505 -0.060
C 2.2147 5.9098 -3.8344 -0.063
C 1.7041 4.7555 -4.4059 -0.070
C 1.2392 3.7290 -3.5933 -0.108
C -1.1022 3.2730 -0.8089 -0.409
C -2.2292 2.6520 -1.3469 -0.146
C -3.4909 3.1990 -1.1597 -0.076
C -3.6347 4.3608 -0.4189 -0.057
C -2.5150 4.9959 0.1081 -0.053
C -1.2542 4.4688 -0.1056 -0.090
H 5.4594 -2.4238 -2.4051 0.061
H 5.1702 -1.7758 -0.7695 0.060
H 5.7153 -0.6915 -2.0940 0.072
H 2.3173 0.8453 -2.2664 0.041
H 4.0877 0.9966 -2.3203 0.108
H 4.3152 0.6629 0.0575 0.126
H 2.6540 0.1347 0.2527 0.056
H 3.1953 2.8805 -0.8867 0.107
H 3.4543 2.6240 0.8261 0.102
H 1.6262 4.7474 1.7743 0.094
H 0.8981 6.6503 3.1667 0.114
H -1.0206 6.3953 4.7031 0.114
H -2.2303 4.2440 4.8259 0.114
H -1.5130 2.3420 3.4330 0.080
H 1.2543 -0.6698 2.6197 0.067
H 2.9523 -1.6093 4.1559 0.107
H 4.6852 -0.1350 5.1244 0.115
H 4.7088 2.2728 4.5731 0.116
H 3.0159 3.2173 3.0691 0.105
H 1.8459 5.1175 -0.5626 0.089
H 2.6718 6.9374 -2.0058 0.112
H 2.5790 6.7100 -4.4646 0.113
H 1.6722 4.6503 -5.4821 0.110
H 0.8427 2.8236 -4.0414 0.094
H -2.1177 1.7422 -1.9229 0.080
H -4.3576 2.7156 -1.5907 0.111
H -4.6176 4.7861 -0.2649 0.113
H -2.6260 5.9100 0.6767 0.113
H -0.3875 4.9984 0.2626 0.086
F 2.8063 -7.5659 -3.8324 0.188
C 2.6946 -6.4149 -3.2099 -0.110
C 3.7149 -5.9792 -2.3741 -0.130
F 4.8088 -6.7056 -2.2310 0.166
C 3.5669 -4.7860 -1.6921 -0.240
F 4.5442 -4.4040 -0.8713 0.096
C 2.4372 -3.9881 -1.8533 -0.439
Se 2.2200 -2.3773 -0.8795 0.955
C 1.4477 -4.4328 -2.7242 -0.232
F 0.3606 -3.6944 -2.9380 0.101
C 1.5585 -5.6371 -3.3910 -0.127
F 0.5905 -6.0500 -4.1934 0.161
S -3.2444 -0.2218 0.9154 0.059
Sb -2.9940 -2.4588 0.3370 1.358
C -4.9508 -3.1253 0.5893 -0.385
C -5.9484 -2.5511 -0.1940 -0.127
C -7.2698 -2.8950 0.0423 -0.059
C -7.5844 -3.8018 1.0467 -0.052
C -6.5847 -4.3672 1.8248 -0.061
C -5.2577 -4.0280 1.6014 -0.112
C -2.4847 -2.3605 -1.6920 -0.370
C -1.5346 -1.4271 -2.0929 -0.170
C -1.2712 -1.2718 -3.4437 -0.087
C -1.9570 -2.0360 -4.3817 -0.061
C -2.9065 -2.9602 -3.9739 -0.058
C -3.1719 -3.1327 -2.6204 -0.111
C -1.6960 -3.2878 1.7713 -0.371
C -1.0636 -4.5118 1.5775 -0.123
C -0.1693 -4.9812 2.5311 -0.072
C 0.0694 -4.2415 3.6823 -0.062
C -0.5937 -3.0399 3.8891 -0.069
C -1.4716 -2.5507 2.9301 -0.158
H -5.7041 -1.8388 -0.9737 0.105
H -8.0555 -2.4505 -0.5534 0.115
H -8.6179 -4.0665 1.2253 0.116
H -6.8364 -5.0682 2.6091 0.115
H -4.4773 -4.4657 2.2132 0.100
H -1.0133 -0.8145 -1.3644 0.044
H -0.5363 -0.5442 -3.7669 0.105
H -1.7566 -1.9012 -5.4364 0.116
H -3.4429 -3.5480 -4.7065 0.117
H -3.9176 -3.8524 -2.3034 0.106
H -1.2628 -5.1035 0.6952 0.103
H 0.3339 -5.9281 2.3777 0.113
H 0.7671 -4.6082 4.4240 0.114
H -0.4317 -2.4793 4.8008 0.116
H -1.9870 -1.6119 3.0916 0.056
```

Summary:
Gap between HOMO and LUMO   6.650 eV
LUMO energy   -6.009 eV
Charge   +2

---

(5)
A cluster of 28 separate species, C6H68NO32S in total at a distorted geometry, computed with ωB97M-V with the def2-TZVPD basis set.

Geometry as XYZ:
```
108
Properties=species:S:1:pos:R:3:lowdin_charge:R:1
C -2.8288 -0.9393 -3.7548 -0.039
O -2.7308 -0.8233 -2.3068 -0.186
C -1.5158 -0.2803 -1.9388 -0.165
C -0.9968 -0.8223 -0.5228 -0.074
N 0.2572 -0.0863 -0.0888 0.003
H 1.0872 -0.3133 -0.7308 0.125
H -0.0358 0.9947 -0.1018 0.045
C 0.6682 -0.4123 1.2962 -0.073
C 1.8532 0.5487 1.5812 -0.200
O 2.2362 0.1787 2.8612 -0.202
C 3.1382 1.0177 3.4582 -0.117
H -3.4848 -0.1943 -4.1728 0.059
H -3.4308 -1.9353 -3.9348 0.114
H -1.9518 -1.1433 -4.2688 0.069
H -1.6288 0.8057 -1.7728 0.119
H -0.5778 -0.6143 -2.5288 0.141
H -1.0158 -1.8203 -0.3548 0.091
H -1.6838 -0.7323 0.1612 0.045
H 0.7572 -1.5343 1.4822 0.163
H -0.1928 0.1057 1.7732 0.134
H 1.7132 1.6567 1.3232 0.164
H 2.6962 0.3387 0.9572 0.102
H 3.9932 1.1227 2.9002 0.034
H 3.5462 0.4627 4.3252 0.095
H 2.7462 2.0757 3.7342 0.114
S -1.5308 2.9397 0.6142 0.310
O -0.8938 4.0997 1.3052 -0.366
O -2.5988 3.4247 -0.1488 -0.310
O -0.4838 2.2697 -0.2358 -0.377
O -2.0368 1.9487 1.5642 -0.325
O 4.5832 -2.0593 4.8322 0.009
H 4.4062 -2.9443 5.1622 0.072
H 4.5692 -1.7173 5.6662 0.003
O 6.6692 1.1757 1.8432 -0.046
H 6.4712 1.6037 2.6032 -0.090
H 7.6652 1.3667 1.6492 0.139
O -5.2318 1.3427 -5.5408 -0.064
H -6.1788 1.6557 -5.7778 0.134
H -5.4398 1.2037 -4.6318 -0.020
O -2.9398 2.5767 -6.1728 -0.080
H -3.7318 2.3637 -5.6928 -0.047
H -2.4938 3.0267 -5.4308 -0.004
O -2.5928 -3.2633 -6.9238 -0.139
H -3.3248 -2.5793 -7.2438 0.061
H -2.7328 -3.4453 -5.9768 -0.008
O -4.4758 -4.3723 -1.9058 -0.109
H -3.6298 -4.3383 -1.3598 0.018
H -4.7158 -3.4283 -1.7468 -0.002
O 5.0822 -0.6603 -0.5198 -0.059
H 4.8652 -1.4493 0.0482 0.060
H 5.4392 0.0677 -0.0418 -0.008
O 2.0402 -1.2003 -1.8468 -0.004
H 2.7812 -1.7073 -1.6738 0.032
H 2.6372 -0.6753 -2.4188 0.125
O 2.3232 5.0957 4.1372 -0.014
H 1.7402 4.4437 3.9542 -0.073
H 1.8592 5.9327 3.9952 0.075
O -1.8448 -3.9923 -3.9108 -0.073
H -2.6208 -3.8903 -3.4148 -0.038
H -1.1778 -3.4253 -3.3858 0.034
O 0.5642 3.1307 3.3592 -0.091
H 0.3402 2.2457 3.0232 0.034
H 0.0752 3.7917 2.8122 0.025
O 3.5112 3.3597 5.8452 -0.120
H 2.5412 3.1797 6.1482 0.102
H 3.1532 4.2217 5.5422 0.000
O 5.8662 -1.8463 2.3462 0.022
H 5.7662 -0.9563 2.1172 -0.031
H 5.6152 -1.8973 3.1852 -0.089
O 1.4152 -1.7003 4.7902 -0.093
H 1.7502 -2.2853 5.4292 0.001
H 2.1102 -1.6823 3.9312 0.154
O 5.9792 2.5047 4.1162 -0.022
H 5.3492 2.5297 4.7492 -0.047
H 6.7622 2.6917 4.7642 0.140
O -4.9078 -1.4933 -6.4398 -0.070
H -4.9378 -0.5203 -6.3888 0.017
H -5.3268 -1.6633 -7.2998 0.050
O -4.8668 -1.8383 -0.7738 0.018
H -5.3658 -1.1523 -0.3418 0.050
H -4.3308 -1.5413 -1.4068 -0.066
O -0.0328 -3.6613 3.4582 -0.145
H 0.5242 -2.9613 4.0572 0.044
H -0.8578 -3.2273 3.3362 -0.057
O -2.4668 -4.3673 0.2152 -0.051
H -2.7288 -3.8273 0.8772 -0.079
H -2.1588 -5.2553 0.6802 0.134
O 0.8522 2.3447 -2.4008 -0.128
H 1.7102 2.8067 -2.0788 0.097
H 0.3002 2.3627 -1.5598 -0.022
O -3.4908 -0.0173 2.1522 -0.197
H -2.8998 0.9137 1.7602 0.048
H -4.2998 0.3597 1.8372 -0.021
O -2.6368 -2.7663 2.5402 -0.095
H -3.3628 -2.9553 3.1982 0.097
H -2.7098 -1.9093 2.0432 0.036
O -1.3748 3.2827 -3.8448 -0.028
H -0.7448 3.0357 -3.2118 -0.040
H -2.0788 3.5437 -3.2468 0.046
O 5.4472 3.5187 1.4192 0.002
H 5.4042 4.1167 2.0742 -0.033
H 5.4342 2.6697 1.8202 -0.043
O 0.4412 -3.0873 -2.7778 -0.078
H 0.8292 -3.9733 -2.8458 0.064
H 1.1672 -2.4703 -2.4708 0.014
O -5.7078 0.8647 -2.7008 -0.078
H -5.6488 0.9037 -1.7308 0.049
H -5.0468 1.6317 -2.8608 0.098
```

Summary:
Gap between HOMO and LUMO   7.612 eV
LUMO energy   1.176 eV
Charge   -1

---

(6)
A cluster of 3 separate species, C6H9N in total, computed with ωB97M-V with the def2-TZVPD basis set.

Geometry as XYZ:
```
16
Properties=species:S:1:pos:R:3:nbo_charge:R:1
C 2.9593 -0.4173 0.2771 -0.698
C 1.7620 0.3029 0.6515 0.005
C -0.0493 -1.7950 -0.7247 0.084
C 0.7969 0.9256 0.9702 -0.265
C -2.2781 1.1362 -0.7674 -0.375
C -2.7530 0.5029 0.2833 -0.402
N -0.0512 -1.4878 -1.8203 -0.322
H -1.6326 0.6472 -1.4814 0.210
H -0.0503 -2.0724 0.2999 0.235
H -0.0825 1.4324 1.2462 0.242
H -2.5102 2.1749 -0.9626 0.192
H 3.8400 0.1409 0.5969 0.241
H 2.9987 -0.5499 -0.8020 0.245
H 2.9769 -1.3919 0.7549 0.231
H -3.3997 0.9884 1.0054 0.193
H -2.5269 -0.5370 0.4729 0.185
```

Summary:
Gap between HOMO and LUMO   10.902 eV
SMILES   C#CC.C#N.C=C
LUMO energy   0.940 eV

---

Number 1: HOMO energy -0.3157 Eh. Number 2: HOMO energy -0.3314 Eh. Number 3: HOMO energy -0.1893 Eh. Number 4: HOMO energy -0.4652 Eh. Number 5: HOMO energy -0.2365 Eh. Number 6: HOMO energy -0.3661 Eh.